(1)
One molecule with the formula C21H25N3O4S in a non-equilibrium geometry, computed with the ωB97M-V functional and the def2-TZVPD basis.

The SMILES is O=C(Nc1ccc(N2CCOCC2)cc1)c1cccc(S(=O)(=O)N2CCCC2)c1. As for the electronic energy: -1678.637884 a.u. Its spin multiplicity is 1. Its energy relative to the best compared isomer or geometry (same formula, charge and spin) is 50.4 kcal/mol. The calculation puts the HOMO energy at -7.7 eV. For the LUMO energy, the calculation gives 0.13 eV.

```
54
Properties=species:S:1:pos:R:3:forces:R:3:lowdin_charge:R:1
O 0.29082 1.71434 1.24940 -0.0788 0.0633 0.0558 0.086
C 0.98130 0.86208 0.72963 0.0721 -0.1428 -0.0573 -0.417
N 0.76329 0.32856 -0.50281 0.3441 -0.2914 -0.0875 0.132
C -0.22663 0.65779 -1.43868 -0.3708 0.2528 -0.1907 -0.225
C -1.13351 1.69538 -1.25968 0.2274 -0.0533 0.2143 -0.004
C -2.08045 1.96879 -2.22662 -0.1758 -0.1510 -0.3377 -0.011
C -2.15523 1.22719 -3.40855 0.2720 0.0050 0.3272 -0.229
N -3.05129 1.52533 -4.42795 -0.1602 0.1869 -0.3603 -0.110
C -3.82322 2.74945 -4.38076 -0.0532 0.0557 -0.3302 -0.152
C -4.25509 3.10724 -5.80780 0.1065 0.2230 0.2994 -0.194
O -4.99208 2.07155 -6.41182 -0.1562 -0.0025 -0.0092 -0.131
C -4.23363 0.88608 -6.44981 0.0959 -0.3436 0.1636 -0.195
C -3.81832 0.45767 -5.04147 -0.1373 0.0288 -0.3168 -0.137
C -1.22990 0.19080 -3.57921 -0.0781 0.0039 0.0495 -0.022
C -0.29018 -0.08990 -2.61293 -0.0358 0.0640 0.1659 -0.027
C 2.16292 0.27519 1.44300 0.2146 -0.0351 0.3200 -0.111
C 3.29190 -0.21773 0.79249 -0.1290 0.0321 0.0745 -0.019
C 4.35657 -0.72480 1.51970 0.0199 -0.0719 0.0722 -0.051
C 4.29777 -0.76350 2.90340 0.1790 -0.0347 -0.0544 -0.056
C 3.17971 -0.26610 3.54656 0.0421 -0.0060 0.6454 -0.246
S 3.11193 -0.33606 5.34695 0.0131 -0.1414 0.3532 0.669
O 4.44724 -0.55234 5.81928 0.0351 -0.2091 -0.3021 -0.282
O 2.37168 0.79151 5.82160 -0.2717 -0.0106 -0.2968 -0.270
N 2.23750 -1.69627 5.75611 0.6650 1.0369 -0.0016 -0.233
C 0.83164 -1.69216 5.41681 -0.6579 0.1475 -0.1211 -0.184
C 0.69348 -2.51532 4.12017 -0.0899 -0.0315 0.0160 -0.147
C 2.01590 -3.29486 4.00494 0.0237 -0.0829 0.0210 -0.149
C 2.77517 -2.95741 5.30015 0.3633 -0.5385 -0.2257 -0.187
C 2.12741 0.26986 2.83632 -0.1805 0.1513 -0.2081 0.000
H 1.36499 -0.43020 -0.79059 -0.0837 0.1432 0.1905 0.127
H -1.10282 2.27944 -0.35566 -0.0014 0.0138 0.0244 0.101
H -2.77954 2.76770 -2.03918 -0.0781 0.0747 -0.0053 0.102
H -3.20252 3.55842 -3.99520 -0.0511 0.0027 0.0179 0.124
H -4.71904 2.64092 -3.74836 0.0515 0.0616 0.0366 0.135
H -4.90593 3.98299 -5.80129 0.0861 -0.0066 0.0198 0.126
H -3.35779 3.32346 -6.40808 -0.0689 0.0133 0.0733 0.128
H -4.86873 0.12920 -6.91299 0.0816 0.0002 0.0220 0.126
H -3.33341 1.03723 -7.06535 -0.0628 -0.0470 0.0493 0.129
H -3.22996 -0.45629 -5.09086 -0.0403 0.0116 -0.0096 0.112
H -4.72897 0.25768 -4.45242 0.0564 -0.0674 -0.0254 0.135
H -1.23160 -0.39081 -4.48816 0.0139 -0.0191 -0.0931 0.106
H 0.41398 -0.89526 -2.77491 0.0715 -0.0811 -0.0280 0.110
H 3.37075 -0.17218 -0.28469 -0.0042 0.0135 -0.0843 0.114
H 5.23459 -1.08648 1.00614 0.0737 -0.0153 -0.0250 0.110
H 5.11288 -1.14552 3.49716 0.1408 -0.0498 0.0077 0.115
H 0.49567 -0.66122 5.32794 -0.2012 -0.0660 0.0591 0.109
H 0.28394 -2.16801 6.23585 0.0268 0.0945 -0.0508 0.125
H -0.16263 -3.18477 4.18171 -0.0471 0.0325 -0.0450 0.106
H 0.55074 -1.86361 3.25903 -0.0569 -0.0554 0.0131 0.092
H 1.85143 -4.36701 3.91570 0.0408 -0.0229 -0.0558 0.106
H 2.58278 -2.96471 3.13434 -0.0191 -0.0559 0.0063 0.093
H 3.85113 -2.85775 5.17236 0.0282 -0.2132 0.0469 0.111
H 2.57922 -3.71048 6.06944 0.0775 0.0600 -0.0315 0.127
H 1.28413 0.70490 3.34966 -0.1329 0.0733 0.0082 0.128
```
Positions in Å, forces in eV/Å.

=====

(2)
C14H26Cl2N7O5S5Sr as an isolated structure, computed with the ωB97M-V functional and the def2-TZVPD basis.

As for the electronic energy: -4250.445129 a.u. Its spin multiplicity is 1. Its energy relative to the best compared isomer or geometry (same formula, charge and spin) is 11.9 kcal/mol. The calculation puts the HOMO energy at -9.4 eV. The net charge is +1. For the LUMO energy, the calculation gives -2.61 eV.

```
60
Properties=species:S:1:pos:R:3:forces:R:3:lowdin_charge:R:1
Sr -0.56789 -0.04185 0.51198 -0.4523 -0.1800 -0.5074 1.437
C 2.79332 4.60755 0.91575 0.0122 0.0012 0.0181 -0.021
N 1.69764 3.81081 1.45219 0.0414 -0.0394 0.0077 -0.128
C 1.09751 4.25237 2.70707 0.0277 -0.0067 0.0472 -0.008
C 1.27566 2.67764 0.89811 -0.0595 -0.0085 -0.2239 -0.453
O 0.32846 2.03317 1.36761 0.1338 0.0258 -0.0451 -0.143
C 1.99860 2.22815 -0.37380 0.1585 0.0311 0.0184 -0.111
O 1.61107 0.93669 -0.82653 -0.4585 0.2652 -0.0180 -0.175
C 1.33276 0.88429 -2.22713 0.0075 0.0000 -0.1808 -0.098
C -0.14701 1.15758 -2.52279 0.1970 0.3256 0.1157 -0.474
O -0.94053 1.20598 -1.57237 -0.1879 -0.0212 0.1119 -0.130
N -0.50718 1.37761 -3.78108 0.1357 -0.1508 0.0158 -0.122
C 0.44758 1.31053 -4.88782 -0.0082 0.0054 -0.0223 -0.021
C -1.91521 1.54032 -4.11947 -0.0371 0.0057 -0.0011 -0.007
H 2.67303 5.63094 1.26198 0.0037 0.0007 -0.0046 0.100
H 2.77760 4.62813 -0.17112 0.0206 -0.0001 -0.0011 0.090
H 3.76045 4.23525 1.26041 0.0082 0.0095 -0.0110 0.101
H 1.86252 4.74629 3.30240 -0.0010 -0.0006 0.0032 0.099
H 0.72228 3.39162 3.25201 -0.0119 0.0113 -0.0101 0.077
H 0.28047 4.95105 2.52160 -0.0011 -0.0043 0.0059 0.104
H 3.07503 2.21752 -0.18183 -0.0116 0.0140 -0.0273 0.129
H 1.80076 2.97231 -1.15035 -0.0072 0.0164 0.0192 0.140
H 1.60170 -0.11383 -2.58448 -0.0139 0.0139 -0.0183 0.100
H 1.94496 1.60569 -2.77237 0.1401 -0.0883 0.0628 0.133
H 0.93963 0.33853 -4.92823 0.0340 -0.0085 0.0009 0.037
H 1.18748 2.10905 -4.81717 0.0093 -0.0112 -0.0126 0.098
H -0.10405 1.44922 -5.81346 0.0079 -0.0077 0.0026 0.099
H -2.49703 1.61752 -3.20772 0.0027 0.0012 -0.0181 0.088
H -2.25752 0.67980 -4.69592 -0.0010 0.0026 0.0010 0.103
H -2.04261 2.44320 -4.71569 -0.0059 0.0023 0.0017 0.100
N -3.25889 0.31587 1.89505 -0.0179 -0.1792 0.0909 0.036
N -3.51152 -0.80714 2.70411 -0.0621 -0.0579 -0.1237 -0.002
C -2.53307 -1.71453 2.93140 0.0801 -0.0392 0.2323 -0.439
N -2.84316 -2.84554 3.55336 -0.1834 0.0259 -0.0741 0.231
N -1.33075 -1.32467 2.54413 0.7078 -0.3608 0.1244 -0.012
N -0.28935 -2.22247 2.54957 -0.7141 0.2195 0.2622 -0.442
O 0.59040 -1.93140 1.73806 0.4265 -0.1126 0.0722 -0.114
O -0.22962 -3.16733 3.29646 0.0399 -0.1113 0.0454 0.086
H -3.44687 1.14646 2.44523 -0.0029 0.0502 -0.1257 0.107
H -3.86844 0.28955 1.08317 -0.0074 -0.0091 0.0270 0.101
H -4.46798 -1.05882 2.90157 0.0373 0.0288 0.0235 0.158
H -3.80320 -3.10959 3.69210 0.0074 -0.0268 -0.0311 0.130
H -2.10846 -3.50785 3.75216 0.0100 0.0551 -0.0219 0.106
C -1.56893 -6.03076 -0.17627 -0.1128 -0.0459 -0.0205 -0.380
S -0.14325 -5.01262 0.26881 0.0023 0.0738 -0.0533 0.812
C -0.10239 -3.94062 -1.12073 0.1201 -0.0257 0.0726 -1.010
C -0.97103 -2.93442 -1.36716 -0.2689 0.0380 0.1311 -1.185
S -2.33517 -2.39594 -0.43509 0.0467 0.1611 0.0216 0.432
S -0.66083 -2.06976 -2.85861 0.1392 0.0071 -0.0372 0.897
C 0.83631 -2.82780 -3.29527 0.2077 0.1148 0.1108 -1.474
S 1.81367 -2.27465 -4.50708 -0.1226 -0.0855 -0.0054 0.558
S 1.21490 -4.14708 -2.26032 -0.0826 0.0570 -0.0614 0.935
H -1.78232 -6.67103 0.67848 0.0391 -0.0037 0.0173 0.035
H -1.35247 -6.65437 -1.04044 0.0311 0.0213 -0.0078 0.043
H -2.43130 -5.39585 -0.36991 0.0105 0.0231 0.0100 0.016
Cl 3.74863 1.02241 2.57692 0.0324 0.0256 -0.0329 0.569
C 2.92745 -0.26197 3.48523 0.0355 -0.0298 -0.0862 -0.960
Cl 1.36081 0.27540 4.09643 -0.0763 -0.0080 0.0668 0.570
H 3.55530 -0.53136 4.32546 -0.0131 0.0015 -0.0076 0.034
H 2.76209 -1.09522 2.81141 0.0069 -0.0117 0.0500 0.017
```
Positions in Å, forces in eV/Å.

=====

- Look up the LUMO energy of the second one.
  -2.61 eV

=====

- What is the energy relative to the best compared isomer or geometry (same formula, charge and spin) in the first record?
  50.4 kcal/mol

=====

- Which formula does entry 1 have?
  C21H25N3O4S

=====

- Among the records above, which one has the highest electronic energy?
  C21H25N3O4S